No. 1
A structure of composition C8H7Br2CuO8S2. Source: OMol25; level of theory: ωB97M-V/def2-TZVPD.

Geometry (Å):
1 Cu -0.6011 0.1824 1.4484
2 Br -2.4903 -1.1099 3.5142
3 C -1.2370 -2.3949 3.8592
4 Br 0.3042 -1.7887 3.3837
5 H -1.1756 -3.4180 2.8992
6 H -1.8384 -2.5075 4.8397
7 O 0.6677 -2.2129 -0.4889
8 S 1.1927 -0.9408 -0.2484
9 O 2.6434 -1.4095 -0.6194
10 O 0.9433 -0.3631 0.9651
11 C 0.8372 -0.2909 -1.7607
12 C 1.7493 0.2191 -2.5227
13 C 1.7606 0.8210 -3.7146
14 C 0.5990 1.0476 -3.9260
15 C -0.4263 1.1627 -2.9546
16 C -0.2831 0.4750 -1.9439
17 S -1.5871 0.4298 -0.7507
18 O -2.7613 0.4744 -1.5504
19 O -1.4080 -0.9951 0.0793
20 O -1.2111 1.6170 0.1084
21 H 2.3082 -0.8650 -2.1613
22 H 2.5070 0.9532 -4.3042
23 H 0.1609 2.0304 -4.5698
24 H -1.6648 1.4428 -3.0931
25 O 0.6688 3.0455 2.4145
26 C 0.2094 1.8622 3.3243
27 O -0.4732 0.5336 3.5228
28 H 0.6056 1.9995 4.2499

<S²> = 0.7531
HOMO-LUMO gap (alpha / beta) = 7.8 / 6.2 eV
2S+1 = 2
E_HOMO (alpha / beta) = -5.4 / -5.3 eV
energy above the lowest of the compared OMol25 structures with the same formula, charge and spin = 500.9 kcal/mol
total charge = -1

No. 2
A cluster of 2 separate species, C8H7BrClN2 in total. Source: OMol25; level of theory: ωB97M-V/def2-TZVPD.

Geometry (Å):
1 C -1.9791 -0.8750 1.6862
2 C -2.5737 -0.5514 0.4620
3 C -0.6195 -0.7622 1.8299
4 C -1.8260 -0.0953 -0.6090
5 C 0.1652 -0.2970 0.7593
6 C -0.4467 0.0712 -0.4858
7 C 1.6378 0.9325 -1.3770
8 C 1.5613 -0.1557 0.8451
9 N 2.2172 0.3865 -0.2170
10 N 0.2985 0.6626 -1.4740
11 Cl 2.5833 0.7167 -3.6563
12 Br 2.6061 -0.6792 2.2879
13 H -2.5860 -1.2106 2.5106
14 H -3.6420 -0.6452 0.3526
15 H -0.1311 -1.0187 2.7568
16 H -2.3154 0.1611 -1.5359
17 H 2.0010 1.9078 -1.6525
18 H 3.2281 0.4933 -0.1646
19 H -0.1790 0.9587 -2.3183

HOMO-LUMO gap (alpha / beta) = 6.6 / 6.6 eV
E_HOMO (alpha / beta) = -12.6 / -12.6 eV
energy above the lowest of the compared OMol25 structures with the same formula, charge and spin = 13.6 kcal/mol
total charge = +1

No. 3
A cluster of 2 separate species, C8H7Cl2F in total. Source: OMol25; level of theory: ωB97M-V/def2-TZVPD.

Geometry (Å):
1 C -0.5871 -0.4620 2.2384
2 C -0.3231 0.8155 1.9774
3 C -0.2453 -1.4637 1.2841
4 C 0.3800 1.2199 0.8147
5 C 0.4546 -1.1010 0.0939
6 C 0.7665 0.2077 -0.1511
7 C 1.3924 0.5965 -1.3069
8 C -0.6818 0.2517 -3.0301
9 F 1.5228 1.8587 -1.6421
10 Cl -1.7757 -0.6170 -2.0742
11 Cl -0.9917 1.8712 -3.3076
12 H -0.9905 -0.9309 3.3109
13 H -0.5051 1.5634 2.6417
14 H -0.5852 -2.5167 1.3143
15 H 0.4492 2.3054 0.6339
16 H 0.7571 -1.9201 -0.6753
17 H 1.6695 -0.1004 -2.0810
18 H -0.0460 -0.2570 -3.6235

HOMO-LUMO gap (alpha / beta) = 7.2 / 7.7 eV
E_HOMO (alpha / beta) = -7.3 / -8.0 eV
energy above the lowest of the compared OMol25 structures with the same formula, charge and spin = 7.3 kcal/mol

Copy entry 3 word for word.
A cluster of 2 separate species, C8H7Cl2F in total. Source: OMol25; level of theory: ωB97M-V/def2-TZVPD.

Geometry (Å):
1 C -0.5871 -0.4620 2.2384
2 C -0.3231 0.8155 1.9774
3 C -0.2453 -1.4637 1.2841
4 C 0.3800 1.2199 0.8147
5 C 0.4546 -1.1010 0.0939
6 C 0.7665 0.2077 -0.1511
7 C 1.3924 0.5965 -1.3069
8 C -0.6818 0.2517 -3.0301
9 F 1.5228 1.8587 -1.6421
10 Cl -1.7757 -0.6170 -2.0742
11 Cl -0.9917 1.8712 -3.3076
12 H -0.9905 -0.9309 3.3109
13 H -0.5051 1.5634 2.6417
14 H -0.5852 -2.5167 1.3143
15 H 0.4492 2.3054 0.6339
16 H 0.7571 -1.9201 -0.6753
17 H 1.6695 -0.1004 -2.0810
18 H -0.0460 -0.2570 -3.6235

HOMO-LUMO gap (alpha / beta) = 7.2 / 7.7 eV
E_HOMO (alpha / beta) = -7.3 / -8.0 eV
energy above the lowest of the compared OMol25 structures with the same formula, charge and spin = 7.3 kcal/mol